# C23H21I2N6O10Ru

A structure of composition C23H21I2N6O10Ru (ωB97M-V/def2-TZVPD, OMol25).

Output
energy above the lowest of the compared OMol25 structures with the same formula, charge and spin: 0.319 eV
expectation value of S²: 0.7547
spin multiplicity: 2
frontier orbital gap (alpha / beta): 7.009 / 6.606 eV
E_tot: -72367.7833 eV
charge: +2
HOMO level (alpha / beta): -14.439 / -14.441 eV

CARTESIAN COORDINATES (ANGSTROEM)
Ru (0.442, 0.251, 0.145)
I (3.090, -0.333, 1.910)
C (3.224, 1.770, 2.035)
I (1.418, 2.625, 1.280)
H (4.045, 2.129, 1.427)
H (3.323, 2.067, 3.071)
O (0.718, -0.009, 8.090)
C (0.460, -1.164, 7.455)
O (0.294, -2.182, 8.054)
C (0.377, -1.124, 5.950)
C (-0.084, -0.020, 5.241)
C (-0.208, -0.070, 3.861)
C (0.120, -1.242, 3.194)
C (0.601, -2.345, 3.892)
C (0.718, -2.287, 5.269)
N (-0.012, -1.313, 1.769)
C (-0.534, -2.360, 1.263)
C (-0.635, -2.481, -0.185)
C (-1.114, -3.617, -0.809)
C (-1.136, -3.660, -2.197)
C (-0.679, -2.564, -2.906)
C (-0.220, -1.450, -2.217)
N (-0.203, -1.411, -0.883)
H (0.953, 0.698, 7.480)
H (-0.391, 0.879, 5.762)
H (-0.597, 0.778, 3.317)
H (0.906, -3.241, 3.363)
H (1.066, -3.142, 5.832)
H (-0.917, -3.164, 1.888)
H (-1.456, -4.451, -0.213)
H (-1.503, -4.538, -2.712)
H (-0.676, -2.554, -3.987)
H (0.119, -0.564, -2.736)
O (-5.727, 2.651, -4.062)
N (-5.591, 2.248, -2.931)
O (-6.467, 2.005, -2.135)
C (-4.204, 1.992, -2.487)
C (-3.987, 1.514, -1.227)
C (-2.674, 1.283, -0.810)
C (-1.556, 1.499, -1.653)
O (-0.314, 1.330, -1.319)
C (-1.875, 1.971, -2.955)
C (-3.156, 2.242, -3.362)
N (-0.811, 2.182, -3.951)
O (-0.994, 3.050, -4.763)
O (0.093, 1.359, -4.003)
N (-2.518, 0.891, 0.564)
O (-3.482, 0.724, 1.246)
O (-1.369, 0.791, 1.091)
H (-4.822, 1.342, -0.563)
H (-3.352, 2.626, -4.355)
C (3.638, 1.741, -3.850)
N (3.340, 0.743, -2.807)
C (4.068, -0.528, -2.758)
C (2.384, 0.970, -1.953)
O (2.083, 0.121, -1.055)
H (4.583, 1.484, -4.315)
H (3.730, 2.730, -3.407)
H (2.853, 1.745, -4.603)
H (4.851, -0.513, -3.508)
H (3.392, -1.359, -2.960)
H (4.510, -0.668, -1.774)
H (1.864, 1.920, -2.035)

Forces on the atoms, in the same order (eV/Å):
-0.840 0.007 0.295
0.519 -0.013 0.201
-0.057 -0.048 -0.035
-0.075 -0.147 -0.020
-0.005 0.005 -0.002
-0.015 0.007 -0.001
-0.021 0.009 0.041
0.001 -0.034 -0.031
0.032 0.007 0.009
-0.019 0.030 0.001
0.042 -0.017 0.030
-0.004 0.010 -0.030
0.023 0.054 0.064
-0.002 -0.011 0.002
-0.028 -0.020 -0.030
0.251 0.207 -0.299
-0.036 -0.019 0.011
0.042 -0.029 0.001
0.004 0.000 0.027
-0.002 -0.007 -0.015
0.005 0.005 0.010
-0.024 -0.024 0.017
-0.073 0.194 -0.035
-0.003 0.007 -0.019
-0.006 0.003 -0.009
-0.004 -0.008 0.008
-0.002 0.001 -0.003
-0.004 0.006 0.012
0.005 0.010 0.012
0.001 -0.003 -0.004
-0.001 0.000 0.000
-0.001 0.003 -0.001
0.003 -0.005 -0.018
0.000 0.059 0.031
-0.003 -0.166 -0.077
0.004 0.060 0.023
-0.015 0.020 0.017
-0.035 -0.006 0.029
0.063 -0.007 -0.107
-0.048 -0.032 -0.011
0.225 0.269 -0.134
0.116 0.093 0.366
0.018 -0.013 -0.040
-0.520 -0.571 -0.719
0.219 0.305 0.224
0.284 0.103 0.374
-0.135 0.057 0.057
0.034 0.015 0.022
0.142 -0.166 -0.222
0.007 -0.001 -0.001
-0.003 0.005 0.018
-0.014 -0.004 -0.007
0.028 0.009 0.020
-0.010 -0.031 -0.023
0.115 -0.040 0.100
-0.078 -0.192 -0.106
0.005 0.009 0.014
-0.027 0.004 0.002
0.001 -0.015 -0.031
-0.002 0.007 -0.001
-0.005 0.006 -0.002
-0.005 0.007 0.003
-0.069 0.035 -0.007

=====

# C49H40CrF5N8O2Sb

A structure of composition C49H40CrF5N8O2Sb (ωB97M-V/def2-TZVPD, OMol25).

Output
energy above the lowest of the compared OMol25 structures with the same formula, charge and spin: 0.179 eV
expectation value of S²: 6.1734
spin multiplicity: 5
frontier orbital gap (alpha / beta): 4.784 / 4.802 eV
E_tot: -116028.8794 eV
charge: -2
HOMO level (alpha / beta): -0.653 / -1.168 eV

CARTESIAN COORDINATES (ANGSTROEM)
Cr (0.448, -1.136, -1.111)
C (5.333, 2.360, -3.935)
C (6.047, 1.139, -3.869)
C (5.463, -0.001, -3.371)
C (4.137, 0.071, -2.921)
C (3.235, -0.889, -2.380)
N (3.583, -2.165, -2.096)
C (2.712, -3.057, -1.726)
C (3.061, -4.461, -1.498)
C (4.278, -5.126, -1.465)
C (4.264, -6.486, -1.197)
C (3.060, -7.167, -0.977)
C (1.845, -6.502, -1.023)
C (1.863, -5.141, -1.285)
C (0.788, -4.149, -1.399)
N (-0.474, -4.489, -1.438)
C (-1.438, -3.572, -1.617)
N (-1.310, -2.217, -1.544)
C (-2.532, -1.659, -1.729)
N (-2.863, -0.351, -1.666)
C (-1.955, 0.579, -1.668)
N (-0.602, 0.461, -1.796)
C (-0.049, 1.697, -2.011)
N (1.171, 1.990, -2.330)
C (2.121, 1.020, -2.481)
N (2.034, -0.287, -2.135)
C (3.424, 1.291, -2.988)
C (4.031, 2.444, -3.502)
C (-1.117, 2.709, -1.886)
C (-1.107, 4.089, -1.988)
C (-2.313, 4.756, -1.812)
C (-3.495, 4.056, -1.561)
C (-3.503, 2.669, -1.487)
C (-2.297, 2.013, -1.652)
C (-3.513, -2.691, -1.914)
C (-4.888, -2.664, -2.156)
C (-5.541, -3.865, -2.316)
C (-4.843, -5.089, -2.244)
C (-3.486, -5.124, -2.011)
C (-2.816, -3.910, -1.841)
N (1.349, -2.918, -1.580)
H (5.825, 3.239, -4.334)
H (7.071, 1.108, -4.221)
H (6.004, -0.935, -3.319)
H (5.200, -4.588, -1.640)
H (5.198, -7.034, -1.153)
H (3.083, -8.228, -0.761)
H (0.907, -7.013, -0.857)
H (3.479, 3.374, -3.547)
H (-0.185, 4.619, -2.180)
H (-2.339, 5.839, -1.865)
H (-4.417, 4.607, -1.414)
H (-4.407, 2.109, -1.293)
H (-5.413, -1.719, -2.201)
H (-6.610, -3.877, -2.496)
H (-5.389, -6.015, -2.370)
H (-2.946, -6.058, -1.948)
C (-2.406, 2.068, 3.808)
C (-1.758, 3.278, 3.144)
C (-2.750, 3.975, 2.221)
Sb (-0.040, 2.603, 1.979)
C (1.262, 2.160, 3.685)
C (1.017, 2.927, 4.977)
C (2.724, 2.250, 3.261)
C (0.652, 4.623, 1.472)
C (1.905, 4.562, 0.604)
C (0.822, 5.624, 2.606)
H (-3.313, 2.352, 4.353)
H (-1.735, 1.577, 4.515)
H (-2.692, 1.326, 3.063)
H (-1.417, 3.980, 3.910)
H (-3.060, 3.312, 1.413)
H (-2.328, 4.871, 1.765)
H (-3.653, 4.271, 2.766)
H (1.033, 1.104, 3.863)
H (1.159, 4.001, 4.846)
H (1.719, 2.598, 5.753)
H (0.011, 2.775, 5.363)
H (3.036, 3.291, 3.157)
H (2.898, 1.748, 2.309)
H (3.377, 1.789, 4.010)
H (-0.174, 4.959, 0.837)
H (2.778, 4.267, 1.190)
H (2.125, 5.546, 0.173)
H (1.810, 3.852, -0.218)
H (1.684, 5.370, 3.226)
H (-0.054, 5.677, 3.254)
H (1.000, 6.630, 2.209)
C (2.258, -1.865, 1.539)
C (1.598, -0.982, 0.518)
O (1.649, 0.228, 0.582)
H (2.651, -1.264, 2.362)
H (3.070, -2.412, 1.053)
H (1.538, -2.598, 1.901)
F (-5.267, -3.921, 2.375)
C (-4.217, -3.147, 2.008)
C (-2.957, -3.695, 1.831)
F (-2.779, -5.017, 2.034)
C (-1.889, -2.902, 1.465)
F (-0.676, -3.489, 1.336)
C (-1.990, -1.507, 1.234)
O (-1.017, -0.778, 0.860)
C (-3.298, -0.996, 1.455)
F (-3.515, 0.328, 1.306)
C (-4.369, -1.782, 1.824)
F (-5.585, -1.223, 2.009)

Forces on the atoms, in the same order (eV/Å):
0.100 -0.611 -0.555
0.035 -0.002 -0.010
0.017 0.035 -0.018
-0.039 0.020 0.038
-0.008 0.044 -0.078
0.090 0.041 0.192
-0.117 -0.047 -0.005
0.060 -0.095 -0.039
-0.075 0.036 0.040
-0.011 -0.054 -0.015
0.004 -0.023 -0.008
0.038 -0.012 0.021
0.037 -0.007 -0.059
0.021 0.064 0.027
0.050 -0.053 -0.134
0.093 0.032 -0.055
-0.005 -0.045 0.252
-0.012 -0.014 -0.174
-0.122 0.014 0.231
0.098 0.113 -0.069
-0.003 0.125 0.051
-0.036 -0.040 -0.078
0.065 0.115 0.054
-0.220 -0.075 0.025
0.003 0.051 0.151
-0.161 0.030 0.020
0.061 -0.054 -0.062
-0.007 -0.026 0.057
0.023 -0.043 -0.082
-0.020 -0.014 0.106
-0.010 0.024 0.002
-0.005 0.028 0.012
0.001 0.027 -0.003
0.014 -0.034 -0.075
0.053 -0.097 -0.095
0.032 0.038 0.085
-0.026 -0.072 -0.005
-0.049 0.047 -0.010
0.031 0.031 0.078
-0.054 0.034 -0.119
-0.167 0.093 0.082
0.020 0.025 -0.012
0.028 0.006 -0.005
0.033 -0.068 -0.002
0.035 0.021 0.000
-0.004 -0.004 0.003
0.008 -0.016 -0.008
-0.054 -0.019 0.013
-0.029 0.037 -0.006
0.069 0.037 -0.016
-0.005 0.010 0.003
-0.013 0.012 -0.005
-0.038 -0.026 0.001
-0.023 0.038 -0.013
-0.011 -0.002 0.005
-0.034 -0.047 -0.003
0.041 -0.055 -0.005
0.039 -0.016 0.015
0.039 -0.028 0.058
0.033 0.020 0.019
-0.135 0.074 -0.158
-0.015 -0.130 0.001
0.000 0.032 -0.025
0.014 0.024 -0.019
0.008 -0.017 0.040
0.032 0.020 -0.031
0.024 -0.006 -0.001
-0.043 0.032 0.044
0.050 -0.026 0.053
0.000 0.016 0.024
0.010 0.016 0.016
-0.024 -0.056 -0.078
0.025 0.070 -0.044
-0.053 0.011 0.035
0.000 0.007 -0.012
0.010 0.002 0.000
0.032 -0.021 0.037
-0.097 -0.003 0.022
0.011 0.035 0.004
0.013 -0.049 -0.051
0.016 -0.008 0.037
-0.055 0.010 -0.035
0.014 -0.009 -0.010
0.014 0.041 -0.015
-0.042 -0.066 -0.058
0.008 -0.007 0.013
-0.042 -0.009 0.036
0.019 0.066 -0.023
-0.052 -0.135 -0.071
-0.014 0.349 -0.060
0.318 0.257 0.496
0.007 0.007 0.010
0.001 0.000 -0.013
-0.030 -0.013 0.007
0.049 0.042 -0.022
0.040 -0.014 0.012
-0.046 -0.042 -0.007
-0.026 0.113 -0.023
0.018 -0.120 0.068
-0.113 0.098 0.049
-0.121 0.035 0.037
0.240 0.022 0.022
-0.027 -0.100 0.060
-0.016 -0.007 -0.146
-0.010 -0.044 -0.027
0.072 -0.047 -0.010

=====

# C7H8O2

The molecule C7H8O2 (ωB97M-V/def2-TZVPD, OMol25).

Output
energy above the lowest of the compared OMol25 structures with the same formula, charge and spin: 4.536 eV
frontier orbital gap (alpha / beta): 7.792 / 7.447 eV
E_tot: -11479.0238 eV
SMILES string: C#CC(=O)/C(C)=C(\C)O
charge: 0
HOMO level (alpha / beta): -8.218 / -8.155 eV

CARTESIAN COORDINATES (ANGSTROEM)
C (-1.583, -0.598, -0.776)
C (0.035, 2.053, 0.807)
C (1.006, -0.283, 1.272)
C (-0.229, 0.080, -0.743)
C (0.164, 0.612, 0.443)
O (0.009, 0.795, -1.902)
C (1.319, -1.603, 0.684)
C (1.661, -2.684, 0.289)
O (1.585, 0.080, 2.286)
H (-0.074, 0.169, -2.645)
H (-1.898, -0.945, 0.213)
H (-1.581, -1.450, -1.459)
H (-2.332, 0.124, -1.128)
H (-0.905, 2.197, 1.355)
H (0.852, 2.400, 1.444)
H (-0.002, 2.696, -0.077)
H (1.973, -3.644, -0.065)

Forces on the atoms, in the same order (eV/Å):
0.645 -2.167 -0.115
0.796 0.566 -0.412
-0.822 0.367 0.323
-2.044 1.812 -1.426
1.693 -0.300 1.391
0.133 -0.449 0.206
-0.167 0.160 0.350
0.019 -0.217 -0.143
-0.230 -0.135 -0.354
-0.288 0.481 0.316
0.206 0.009 -0.236
-0.344 -0.084 -0.106
0.497 0.105 0.096
0.100 -0.136 -0.043
-0.070 -0.121 -0.003
-0.036 -0.102 0.078
-0.090 0.211 0.078

=====

# C4H4BiO5

A structure of composition C4H4BiO5 (ωB97M-V/def2-TZVPD, OMol25).

Output
energy above the lowest of the compared OMol25 structures with the same formula, charge and spin: 1.363 eV
frontier orbital gap: 7.465 eV
E_tot: -20278.3497 eV
charge: +1
HOMO level: -14.184 eV

CARTESIAN COORDINATES (ANGSTROEM)
O (-0.739, -4.232, -0.106)
C (0.012, -2.666, -1.378)
O (1.026, -2.744, -1.977)
O (-1.055, -2.065, -1.350)
H (-1.921, -7.302, 2.775)
O (-2.128, -6.131, 1.096)
C (-1.349, -6.541, 2.231)
C (-1.168, -5.240, 3.022)
O (-1.919, -4.288, 2.252)
C (-2.040, -4.765, 0.965)
H (-0.395, -6.970, 1.896)
H (-0.115, -4.931, 3.088)
H (-1.606, -5.279, 4.026)
Bi (-2.471, -3.553, -0.777)

Forces on the atoms, in the same order (eV/Å):
0.741 -0.414 -0.109
2.939 1.874 -3.949
-2.285 -0.973 3.040
1.509 0.850 0.676
0.105 0.249 -0.273
0.503 1.708 -1.853
0.279 -0.358 0.579
0.235 -0.377 0.521
0.543 0.742 -2.204
-0.639 -2.144 4.388
-0.348 0.161 0.000
-0.374 0.004 -0.078
0.107 0.091 -0.351
-3.316 -1.412 -0.386

=====

# C3H5P

The molecule C3H5P (ωB97M-V/def2-TZVPD, OMol25).

Output
energy above the lowest of the compared OMol25 structures with the same formula, charge and spin: 2.896 eV
frontier orbital gap: 9.345 eV
E_tot: -12475.7425 eV
SMILES string: PC1C=C1
charge: 0
HOMO level: -8.241 eV

CARTESIAN COORDINATES (ANGSTROEM)
C (0.632, -0.450, 1.122)
C (-0.283, -0.093, 0.051)
C (-0.496, -1.094, 1.210)
P (0.206, 0.371, -2.042)
H (1.712, -0.227, 1.449)
H (-0.879, 0.855, 0.167)
H (-1.142, -1.865, 1.470)
H (1.118, 1.403, -1.446)
H (-0.869, 1.101, -1.982)

Forces on the atoms, in the same order (eV/Å):
2.022 0.244 0.689
-1.055 2.453 -0.850
1.562 1.008 -2.473
3.022 -2.307 2.723
-2.100 -0.584 -0.250
0.657 -0.853 0.116
-0.666 -1.056 0.783
-1.015 -0.861 -0.693
-2.429 1.955 -0.043

=====

# C3H4N2O2

The molecule C3H4N2O2 (ωB97M-V/def2-TZVPD, OMol25).

Output
energy above the lowest of the compared OMol25 structures with the same formula, charge and spin: 2.380 eV
frontier orbital gap: 8.943 eV
E_tot: -10249.8853 eV
SMILES string: N/C(C=O)=N/C=O
charge: 0
HOMO level: -9.545 eV

CARTESIAN COORDINATES (ANGSTROEM)
N (-1.848, -0.317, -0.234)
C (-0.497, -0.099, -0.180)
C (0.033, 1.220, 0.351)
O (1.225, 1.345, 0.493)
C (1.673, -0.833, 0.006)
O (2.703, -0.762, -0.607)
N (0.362, -0.984, -0.499)
H (-2.131, -1.125, -0.772)
H (-2.487, 0.462, -0.270)
H (-0.630, 2.056, 0.609)
H (1.596, -0.964, 1.102)

Forces on the atoms, in the same order (eV/Å):
0.081 0.134 -0.283
0.293 -0.239 -0.127
0.507 0.222 0.207
-0.801 0.359 0.117
0.357 -0.436 -0.094
-0.609 -0.312 0.023
-0.218 0.277 0.020
0.040 0.080 0.166
0.175 0.029 -0.023
-0.372 -0.086 -0.066
0.547 -0.028 0.061

=====

# C5H9Br6NO

A structure of composition C5H9Br6NO (ωB97M-V/def2-TZVPD, OMol25).

Output
energy above the lowest of the compared OMol25 structures with the same formula, charge and spin: 0.682 eV
frontier orbital gap: 9.736 eV
E_tot: -429122.2254 eV
charge: 0
HOMO level: -9.690 eV

CARTESIAN COORDINATES (ANGSTROEM)
C (-0.973, 1.125, -1.080)
O (-2.018, 0.565, -0.808)
N (0.105, 0.536, -1.658)
C (1.400, 1.217, -1.768)
C (0.062, -0.839, -2.029)
H (-0.811, 2.190, -0.838)
H (1.941, 0.912, -2.664)
H (1.982, 0.992, -0.874)
H (1.278, 2.300, -1.834)
H (0.345, -0.946, -3.081)
H (0.746, -1.456, -1.432)
H (-0.943, -1.227, -1.900)
C (1.444, -0.021, 2.790)
Br (1.915, 1.492, 1.765)
Br (1.684, 0.311, 4.658)
Br (2.416, -1.540, 2.232)
H (0.388, -0.216, 2.708)
C (-2.107, -0.995, 1.104)
Br (-1.054, -2.570, 1.314)
Br (-2.573, -0.262, 2.811)
Br (-3.659, -1.336, 0.026)
H (-1.569, -0.233, 0.561)

Forces on the atoms, in the same order (eV/Å):
1.004 0.563 -0.449
0.343 1.347 -1.439
-0.091 1.046 0.219
-0.411 0.129 0.284
0.187 -0.930 -0.391
0.077 -0.075 -0.109
-0.173 -0.217 0.021
0.263 -0.031 -0.261
-0.197 -0.087 0.102
-0.020 -0.034 0.074
-0.049 0.153 0.017
-0.121 0.010 0.033
-0.233 -0.136 0.631
-0.017 0.699 -0.304
0.119 0.098 0.457
0.357 -0.589 -0.217
-0.216 -0.069 -0.378
-0.531 -0.419 0.388
0.270 -0.309 -0.001
-0.055 0.162 0.316
-0.551 -0.733 0.466
0.045 -0.578 0.541